1.
# C14H13N2O3PS

One molecule with the formula C14H13N2O3PS (ωB97M-V with the def2-TZVPD basis set, OMol25).

```
34
Properties=species:S:1:pos:R:3:forces:R:3:lowdin_charge:R:1
N 3.953445 2.057674 0.120298 0.1051 -0.4787 0.0746 -0.167
P 3.602763 0.590321 -0.251051 0.6278 2.5316 0.9036 0.533
O 3.565948 0.396192 -1.853197 -0.0979 -1.2003 0.4539 -0.147
O 4.752436 -0.378531 0.404793 -1.0344 -0.5277 -1.3205 -0.164
C 1.922967 0.199700 0.302079 0.7122 -0.8196 -0.4612 -0.201
C 1.086130 1.285920 0.524221 0.5995 0.6045 -0.2697 -0.085
C -0.203684 1.067593 0.903147 -1.7966 0.4526 0.2634 -0.431
C -0.732869 -0.212504 1.081710 0.3954 0.5285 -0.1135 -0.260
C 0.121503 -1.260831 0.892801 -0.2723 -1.1815 -0.0108 0.031
C 1.442113 -1.087560 0.505880 0.4732 -0.2821 -0.0860 -0.211
C 2.248349 -2.365759 0.316176 -0.7804 0.0452 -0.0465 -0.097
C 1.788814 -3.076641 -0.964563 -0.0898 -1.3793 0.2853 -0.227
O 1.481329 -4.253834 -0.938530 0.2783 1.0734 -0.1173 0.041
N -2.101844 -0.401317 1.444872 -0.2696 0.2481 0.2055 0.061
C -2.985736 0.334095 0.574114 0.0512 0.1119 -0.1269 -0.279
C -4.041157 -0.272505 -0.055797 -0.1577 -0.8047 -0.1322 -0.020
C -4.855428 0.471420 -0.883724 -1.0436 -0.2457 -0.5093 -0.091
C -4.667382 1.820305 -1.079914 -0.0265 0.2148 -0.0576 -0.086
C -3.604239 2.445469 -0.453126 -0.3910 0.6391 -0.4619 -0.101
C -2.792771 1.692265 0.351058 1.5873 0.0245 0.9044 -0.446
S -1.362940 2.406578 1.173188 0.0710 0.1291 -0.2357 1.031
H 4.785754 2.069076 0.702740 -0.1017 0.3554 -0.0492 -0.016
H 4.387856 0.720574 -2.247805 -0.1110 0.2392 0.0291 0.083
H 4.939383 -1.060635 -0.260435 0.3269 -0.1424 0.4050 0.067
H 1.457889 2.295989 0.377771 0.0221 -0.1640 0.0403 0.105
H -0.256643 -2.275208 1.023752 0.0169 0.1906 0.0495 0.139
H 1.969562 -3.035340 1.138800 0.1920 -0.0340 -0.2448 0.127
H 3.328705 -2.232690 0.388019 -0.1738 0.0721 -0.2875 0.095
H 1.683329 -2.529606 -1.927453 0.2051 0.2452 0.4253 0.134
H -2.232217 0.041182 2.359524 0.1380 -0.2880 0.0562 0.133
H -4.219693 -1.335985 0.079667 0.0801 0.1562 0.0464 0.120
H -5.696703 0.009258 -1.397160 0.2049 -0.1267 0.1668 0.108
H -5.340384 2.371385 -1.729090 0.1337 -0.0121 0.0842 0.109
H -3.424591 3.503939 -0.622768 0.1253 -0.1754 0.1373 0.111
```
Forces are in eV/Å.

E_LUMO: 0.23 eV
Structure (SMILES): N=P(O)(O)c1cc2c(cc1CC=O)Nc1ccccc1S2
HOMO: -0.3161 Ha
2S+1: 1
Electronic energy: -43976.56108 eV

***

2.
# C14H13NSTi

C14H13NSTi as an isolated structure (ωB97M-V with the def2-TZVPD basis set, OMol25).

```
30
Properties=species:S:1:pos:R:3:forces:R:3:lowdin_charge:R:1
Ti 1.569746 -0.258968 -0.530568 -1.9927 1.0009 -0.2456 0.817
C 3.093231 0.400483 -1.806309 -1.1721 0.1856 1.2969 -0.260
H 2.539125 1.289560 -2.163351 1.0532 -0.4912 -0.3993 -0.003
H 3.875202 0.461591 -1.048653 0.5336 0.3969 -0.8055 -0.033
H 2.954246 -0.585541 -2.278783 0.4700 0.5858 -0.4669 -0.028
H 2.839415 -1.265877 -0.008627 0.6081 -1.4198 0.3937 0.049
H 2.156236 -1.745064 0.145122 0.9874 -0.5234 0.4420 0.073
S -2.595278 0.294932 0.875026 0.9526 0.7558 0.9688 1.060
C -1.612051 1.177236 2.132111 -0.0844 -0.1299 -0.1439 -0.413
C -2.006914 1.688996 3.362361 0.4006 -0.0694 -0.4858 -0.084
C -1.016810 2.262451 4.182240 -0.1537 -0.2148 -0.4306 -0.088
C 0.334130 2.333338 3.788724 -0.3163 -0.2947 -0.6519 -0.079
C 0.743741 1.817253 2.546389 -0.9353 0.0718 0.4026 -0.023
C -0.261901 1.244444 1.763486 0.1499 -1.3527 -1.5784 -0.294
N -0.003205 0.542564 0.554076 -0.3383 1.3750 0.5133 -0.092
C -1.127287 0.034058 -0.031643 1.1191 -0.8117 -0.3812 -0.549
C -0.978486 -0.795974 -1.206419 -0.7880 -0.3077 -0.1144 -0.273
C -2.093663 -1.435732 -1.791772 0.0686 -0.2976 -0.3717 -0.063
C -1.922194 -2.236566 -2.914553 -0.6385 0.3317 0.6482 -0.091
C -0.673957 -2.399024 -3.541443 1.1881 0.3726 -0.0014 -0.089
C 0.466791 -1.762128 -3.013803 -1.9597 -0.7050 -0.1813 -0.098
C 0.294009 -1.057817 -1.818370 1.0355 1.2043 0.6764 -0.232
H -3.059980 1.602568 3.612313 0.2247 0.2373 0.4340 0.107
H -1.326773 2.648364 5.141849 0.1250 0.0832 0.0820 0.096
H 1.066403 2.786701 4.441176 -0.0460 0.0243 0.0942 0.098
H 1.771352 1.825210 2.161124 -0.4189 0.1155 0.4250 0.111
H -3.067175 -1.299777 -1.320821 0.0091 -0.1732 -0.3143 0.088
H -2.801326 -2.739006 -3.318961 0.2692 0.0852 0.0134 0.101
H -0.607682 -3.028279 -4.427378 0.0065 0.1928 0.1052 0.096
H 1.451053 -1.799998 -3.484543 -0.3574 -0.2277 0.0766 0.094
```
Forces are in eV/Å.

E_LUMO (alpha / beta): -0.41 / -0.35 eV
HOMO (alpha / beta): -0.2012 / -0.2970 Ha
2S+1: 3
Electronic energy: -50164.54183 eV

***

3.
# C14H14BF9N6OV

C14H14BF9N6OV as an isolated structure (ωB97M-V with the def2-TZVPD basis set, OMol25).

```
46
Properties=species:S:1:pos:R:3:forces:R:3:lowdin_charge:R:1
C 2.744719 -1.280618 0.046341 0.0273 1.0263 -1.6095 -0.080
N 1.500820 -0.952754 -0.356947 -0.9031 -0.5527 -0.5419 -0.071
N 1.587210 -0.302000 -1.600480 -0.2333 -0.5432 1.0725 0.006
C 2.896843 -0.210252 -1.925931 -0.3431 -0.4120 0.6320 -0.006
C 3.654049 -0.805619 -0.914416 -0.1498 -0.3102 0.2786 0.002
B 0.351884 -0.059786 -2.551894 0.5310 -0.2294 -0.6689 -0.410
N -0.653193 -1.246245 -2.327592 -0.0587 -0.6869 0.9276 0.014
N -1.113665 -1.754444 -1.083814 -0.5993 0.0366 -1.2177 -0.073
C -1.992033 -2.769299 -1.391912 1.1067 0.2060 -1.2808 -0.061
C -1.958426 -3.017439 -2.769668 0.0549 0.4384 0.7477 0.008
C -1.121719 -2.040001 -3.311196 -0.2919 0.0622 1.1771 -0.002
V -0.176562 -1.717332 0.672288 2.1274 9.3532 -3.7100 1.176
N -0.333689 1.389176 -2.517435 0.3840 0.4671 -1.4703 0.014
N -0.876714 1.798027 -1.368288 -0.7092 -0.0968 1.5795 0.142
C -1.361393 3.023909 -1.488490 0.2875 0.4559 -1.4625 -0.032
C -1.177003 3.442552 -2.836251 -0.9410 0.5802 2.7173 0.112
C -0.505398 2.373165 -3.452658 1.2399 -2.9558 0.3622 0.092
H -1.801420 3.527382 -0.641525 -0.0544 0.0421 -0.1387 0.134
H -0.148831 2.253954 -4.463134 -0.0142 0.0309 -0.0867 0.157
H -1.506626 4.370979 -3.236619 -0.0499 0.4178 -0.5207 0.131
H 0.729630 -0.151882 -3.697869 -0.0132 -0.0373 0.3350 0.125
H -0.844538 -1.888713 -4.342558 0.0206 0.1645 0.0588 0.147
H 3.186752 0.233141 -2.880242 -0.0126 -0.1382 0.4923 0.150
H -2.445206 -3.807410 -3.311607 -0.2042 0.0284 0.0261 0.123
H 4.718688 -0.954304 -0.867360 0.0429 0.1826 -0.1523 0.119
H -2.567093 -3.296736 -0.646572 0.1254 0.0494 0.1552 0.125
H 2.916684 -1.857808 0.947673 0.0483 0.2606 -0.0176 0.134
H -1.901708 -1.575171 1.922009 0.9122 -0.3251 -0.3663 0.105
C -1.339813 -2.519108 2.154662 -1.3500 -2.0088 1.3497 -0.032
H -2.027081 -3.339286 1.923617 0.3739 -0.2063 0.2809 0.092
H -0.297104 -2.832441 1.683738 -1.7902 -2.7038 3.2739 0.038
H -1.121087 -2.468679 3.225781 -0.0252 -0.1252 -0.1705 0.105
F -1.136291 3.112048 2.291636 -0.1422 -1.2962 0.4069 0.145
C -1.081001 1.988153 3.060525 -1.3031 0.6504 0.8700 -0.464
F -0.850707 2.391419 4.349294 -0.3059 -0.1724 -1.8120 0.164
F -2.302262 1.429706 2.997091 0.5686 0.0112 0.0903 0.167
C 0.017829 0.933340 2.638321 1.2582 1.5128 0.8636 -0.262
O -0.336023 -0.077915 1.834956 -0.8087 -2.2516 -1.9204 -0.192
C 1.124968 1.790844 1.947729 1.7896 0.8542 -0.0781 -0.479
F 1.214026 3.085833 2.370672 0.1515 -1.7828 -0.4361 0.166
F 2.343048 1.223151 2.164079 -0.7376 0.2612 -0.4453 0.150
F 0.931218 1.788733 0.608855 0.0300 0.2649 0.7743 0.128
C 0.619467 0.355759 3.980251 0.6534 -0.1652 1.5266 -0.465
F 1.519031 1.182213 4.580188 -1.2597 -0.9861 -0.7888 0.175
F -0.340616 0.043721 4.898752 0.8695 0.0571 -1.2270 0.158
F 1.260320 -0.811980 3.685992 -0.3022 0.5721 0.1240 0.126
```
Forces are in eV/Å.

E_LUMO (alpha / beta): -9.19 / -10.27 eV
Total charge: +2
HOMO (alpha / beta): -0.5873 / -0.5876 Ha
2S+1: 4
Electronic energy: -76536.15041 eV

***

4.
# C14H14ClNO2Pt

C14H14ClNO2Pt as an isolated structure (ωB97M-V with the def2-TZVPD basis set, OMol25).

```
33
Properties=species:S:1:pos:R:3:forces:R:3:lowdin_charge:R:1
Cl 2.545438 1.032008 -0.764548 2.9288 -0.6651 1.1445 0.354
C -0.141644 -0.283160 -3.271153 0.8672 -1.7889 -0.7011 -0.145
C -0.754759 -1.498439 -2.774041 -0.2761 1.5762 -0.9356 0.025
C 0.210586 -2.228852 -2.070490 0.0380 -0.8662 0.7025 0.072
H -1.764914 -1.818840 -2.998709 0.0590 0.0616 0.0943 0.144
C 1.462072 -1.586401 -2.134358 0.9601 0.5417 -0.2650 -0.247
C 1.292200 -0.356403 -2.892542 -0.6034 -1.6823 -1.4506 -0.206
H 2.095504 0.093186 -3.472494 -0.1197 0.1562 0.2994 0.141
H -0.508120 0.351125 -4.081532 -0.0753 -0.2856 0.3471 0.138
H 0.060218 -3.198913 -1.588571 -0.0414 0.3466 -0.2109 0.162
C 2.740794 -2.118426 -1.620284 0.1950 0.1588 0.5381 -0.017
Pt 0.391811 1.156211 -1.565457 -1.1841 -0.1311 1.4507 1.074
C -1.431348 1.701205 -1.830348 -7.5679 3.9755 0.3794 -0.197
C 1.152233 2.887560 -0.933498 2.6434 7.2000 1.6518 -0.350
O -2.430032 2.328079 -1.809724 5.0894 -3.1898 -0.3668 0.185
O 1.596542 3.913680 -0.558547 -2.4267 -5.2697 -1.7081 0.165
H 2.593730 -2.581124 -0.631852 -0.0473 -0.0834 -0.3468 0.117
H 3.488081 -1.326978 -1.485796 -0.1842 -0.2180 -0.2912 0.061
H 3.169988 -2.889274 -2.285404 -0.2361 0.1845 0.0867 0.134
C -1.954081 0.340737 4.604116 0.1027 0.0848 -0.0338 -0.007
C -1.320866 0.404833 3.237432 0.2055 0.1705 0.5224 -0.213
C -1.899732 -0.223566 2.137130 0.3531 -0.0650 -1.1670 0.025
C -1.347052 -0.054370 0.859641 -0.3082 0.1890 0.8879 -0.097
N -0.252843 0.709366 0.664540 -0.3500 -0.7773 0.0522 -0.036
C 0.383576 1.211127 1.725510 0.4914 0.6672 0.6422 -0.112
C -0.125617 1.103479 3.020205 -0.2259 -0.1867 -0.6162 0.039
H -2.982541 0.714243 4.553219 0.1322 -0.0978 -0.0031 0.106
H -1.991086 -0.685306 4.988153 0.0047 0.1262 -0.1824 0.107
H -1.406132 0.950298 5.327984 -0.0764 -0.1086 -0.1717 0.094
H -2.785437 -0.847723 2.227044 0.1160 0.1747 0.0532 0.139
H -1.823928 -0.521505 0.005822 0.1008 0.1385 -0.0690 0.108
H 1.334090 1.737564 1.578758 -0.5063 -0.2043 -0.1349 0.099
H 0.403270 1.584578 3.839795 -0.0585 -0.1326 -0.1983 0.139
```
Forces are in eV/Å.

E_LUMO (alpha / beta): -7.14 / -11.29 eV
Total charge: +2
HOMO (alpha / beta): -0.5393 / -0.6165 Ha
2S+1: 5
Electronic energy: -36077.12063 eV

***

5.
# C14H14ClNO2S

One molecule with the formula C14H14ClNO2S (ωB97M-V with the def2-TZVPD basis set, OMol25).

```
33
Properties=species:S:1:pos:R:3:forces:R:3:lowdin_charge:R:1
C -2.637472 -2.728398 1.306334 0.0652 -0.0246 -0.0775 -0.023
C -2.209862 -1.408797 0.755418 0.3544 -0.3149 -0.3011 -0.271
N -2.717824 -0.314897 1.288085 -0.2299 -0.0240 0.2945 0.115
C -2.360217 0.860076 0.806019 0.1572 0.2856 -0.3201 -0.123
C -1.464861 1.032636 -0.243696 -0.2800 -0.3817 0.0955 -0.258
C -0.896257 -0.114369 -0.814280 -0.1020 -0.1213 -0.0670 -0.089
C -1.290718 -1.357794 -0.309418 -0.1677 0.5528 0.2382 -0.212
O -0.832540 -2.533138 -0.790576 -0.0329 -0.2378 -0.1941 0.076
H -0.135847 -2.357410 -1.450812 0.0115 0.0199 0.2306 0.092
C 0.065803 -0.051529 -1.983745 -0.2568 0.3338 -0.1179 -0.160
H -0.493285 -0.200050 -2.915913 0.0866 0.0760 0.0917 0.145
O 1.050582 -1.071013 -1.977863 0.1725 -0.2865 -0.0411 -0.051
H 1.674382 -0.908090 -1.259489 0.0059 0.0728 0.0524 0.072
H 0.556879 0.924338 -2.033041 -0.1268 -0.0921 -0.0292 0.108
C -1.124136 2.420459 -0.661578 0.4773 0.2683 0.1485 -0.385
H -1.983371 3.080325 -0.552624 -0.0173 -0.0107 -0.0930 0.079
H -0.744829 2.491748 -1.678324 -0.1614 0.0075 -0.0042 0.072
S 0.136745 3.185777 0.462234 -0.0099 -0.1634 -0.0672 0.932
C 1.316512 1.850331 0.538036 -0.3157 0.5028 0.0080 -0.546
C 1.088010 0.774589 1.384361 0.2085 -0.0215 0.0342 -0.086
C 1.982578 -0.280417 1.416961 0.1216 -0.0962 0.0084 -0.091
C 3.110847 -0.243847 0.609136 -0.1120 0.1460 0.0166 -0.690
C 3.357489 0.841633 -0.221772 0.1201 -0.1421 -0.0020 -0.107
C 2.455006 1.889852 -0.253820 -0.0165 -0.0931 0.0780 -0.099
H 2.631584 2.741889 -0.892364 0.0063 0.0613 -0.0766 0.110
H 4.244329 0.862250 -0.835091 0.0996 -0.0334 -0.0460 0.110
Cl 4.225141 -1.568875 0.635324 0.0690 -0.0729 0.0073 0.690
H 1.808449 -1.123141 2.066767 0.0126 -0.1125 0.0494 0.114
H 0.214718 0.763614 2.017542 -0.0910 -0.0128 0.0350 0.116
H -2.809897 1.719106 1.286042 -0.0010 0.1882 -0.0092 0.117
H -3.141523 -3.305401 0.533032 -0.0393 -0.1475 -0.0104 0.085
H -3.308827 -2.571669 2.144269 -0.0256 0.0131 0.0324 0.078
H -1.767600 -3.299798 1.624855 0.0175 -0.1393 0.0359 0.082
```
Forces are in eV/Å.

E_LUMO: 0.44 eV
Structure (SMILES): Cc1ncc(CSc2ccc(Cl)cc2)c(CO)c1O
HOMO: -0.3126 Ha
2S+1: 1
Electronic energy: -43688.39000 eV

***

6.
# C14H14ClO9P2

A 3-piece molecular cluster, C14H14ClO9P2 overall (ωB97M-V with the def2-TZVPD basis set, OMol25).

```
40
Properties=species:S:1:pos:R:3:forces:R:3:lowdin_charge:R:1
C -5.983787 -5.141227 2.866496 0.3349 0.2962 -0.2874 0.017
C -5.078477 -5.017128 1.854524 -0.6293 -0.6179 -0.1179 -0.411
P -5.417431 -3.837520 0.598664 -0.2412 -1.1115 -0.1720 0.820
P -4.028918 -2.054048 0.771290 0.4044 0.6795 -1.1999 0.395
O -2.648129 -2.858302 1.020257 -0.6694 -0.0238 0.9493 -0.405
Cl -4.571907 -1.290948 2.552837 -0.0961 -0.3615 0.2758 0.281
H -7.009302 -5.414087 2.633659 -0.4577 1.4833 0.0907 0.083
H -5.710736 -4.939530 3.897485 0.2694 -1.6128 0.2728 0.085
H -4.152793 -5.585948 1.799308 0.7889 1.1674 0.7636 0.089
H -6.737028 -3.404530 0.759942 -0.0484 -0.0265 -0.1627 0.019
H -5.210102 -4.307408 -0.709127 -0.1129 0.2165 -0.0923 0.003
H -2.594589 -3.191896 1.934878 0.3695 -0.1255 -0.1854 0.077
C 0.094366 -1.847650 -3.196662 -0.0575 -0.0783 0.0201 0.073
C 1.071468 -0.977734 -3.503832 -0.0516 -0.0995 -0.0705 -0.228
C 1.576430 0.035803 -2.503323 -0.0378 0.0852 0.2404 -0.297
O 2.474417 0.776169 -2.854345 -0.0205 -0.0715 -0.1713 0.119
C 0.968266 0.077247 -1.187534 0.0878 0.1592 0.0974 0.087
C -0.003276 -0.789795 -0.884563 0.0574 0.0357 -0.0390 -0.221
C -0.494028 -1.817105 -1.878691 0.0146 0.0054 -0.1851 -0.309
O -1.385822 -2.568757 -1.509396 -0.0787 0.0925 0.0754 0.057
O -0.615939 -0.819604 0.297823 -0.0699 -0.0446 0.0185 0.094
O 1.663941 -0.931949 -4.681410 0.0416 0.0679 0.0530 0.135
H -0.276470 -2.576462 -3.903195 0.0316 0.0024 -0.0186 0.136
H 1.330059 0.822306 -0.490265 -0.0772 -0.0474 0.1041 0.115
H -1.243365 -1.566296 0.275271 0.2017 -0.0494 -0.1588 0.051
H 2.330281 -0.217515 -4.632832 0.0089 -0.0015 -0.0012 0.128
C 3.251776 3.286844 -0.241355 -0.1068 -0.1420 -0.0635 0.072
C 4.225452 4.157274 -0.549717 -0.0658 -0.0652 0.0065 -0.226
C 4.732012 5.172529 0.453103 -0.0489 0.0531 0.1921 -0.308
O 5.628456 5.907685 0.087961 0.0018 -0.0375 -0.1205 0.116
C 4.125176 5.210756 1.770284 0.0614 0.0578 -0.0066 0.078
C 3.151798 4.339695 2.069275 0.0518 0.0889 0.0643 -0.235
C 2.665605 3.313433 1.075828 0.0274 -0.0756 -0.2245 -0.310
O 1.785289 2.547514 1.440795 -0.0068 0.0770 0.1388 0.084
O 2.537685 4.298400 3.244252 -0.0405 -0.0647 -0.0336 0.116
O 4.820308 4.208918 -1.727060 0.0469 0.0627 0.0366 0.129
H 2.877991 2.551195 -0.940470 0.1126 0.0453 -0.1118 0.109
H 4.483311 5.948808 2.473770 -0.0102 -0.0129 0.0179 0.138
H 1.885319 3.573960 3.182968 0.0080 -0.0089 -0.0094 0.117
H 5.482695 4.926904 -1.666894 0.0068 0.0028 0.0148 0.125
```
Forces are in eV/Å.

E_LUMO: -5.21 eV
Total charge: +1
HOMO: -0.4044 Ha
2S+1: 1
Electronic energy: -64263.02624 eV

***

| no. | F_max (eV Å⁻¹) |
| --- | --- |
| 1 | 2.760 |
| 2 | 2.243 |
| 3 | 10.285 |
| 4 | 8.557 |
| 5 | 0.625 |
| 6 | 1.658 |